Below is a molecular structure, C4H3FO5Pr at a distorted geometry, with properties calculated with wB97M-V/def2-TZVPD.

LUMO level (alpha / beta) ... -12.5 / -12.5 eV
Highest occupied orbital energy (alpha / beta) ... -15.414 / -17.198 eV
Total charge ... +2
E_tot ... -1146.5129 a.u.
Multiplicity ... 4
Molar mass ... 290.969 g mol⁻¹
Strongest force on any atom ... 9.11 eV/A
Frontier orbital gap (alpha / beta) ... 2.9 / 4.7 eV

Last column: Löwdin charge in e.
Positions of all 14 atoms, in Å:
C: 0.25 -1.00 0.25  -0.318
C: -1.11 -0.93 -0.44  -0.007
F: 1.03 -1.85 -0.49  0.103
H: 0.23 -1.36 1.28  0.198
H: -0.99 -0.66 -1.49  0.161
H: -1.58 -1.92 -0.35  0.177
O: -1.92 0.03 0.24  0.176
C: -2.63 0.88 -0.46  0.089
O: -3.34 1.73 -0.04  0.417
O: 0.80 0.28 0.30  -0.004
Pr: 2.24 2.29 -1.42  1.735
O: 2.05 1.93 0.82  -0.189
O: 2.97 -0.07 0.87  0.155
C: 2.00 0.66 0.92  -0.693

***

Below is C3H6N4O in the gas phase at a distorted geometry, with properties calculated with wB97M-V/def2-TZVPD.

LUMO level ... -0.1 eV
Highest occupied orbital energy ... -9.139 eV
E_tot ... -411.9618 a.u.
ΔE to the lowest compared entry with this formula, charge and spin ... 155.07 kcal per mole
Molar mass ... 114.108 g mol⁻¹
Strongest force on any atom ... 5.81 eV/A
SMILES ... C=NNC(=O)/C=N/N
Frontier orbital gap ... 9.0 eV

Last column: natural (NBO) charge in e.
Positions of all 14 atoms, in Å:
C: -0.40 -0.35 -1.55  -0.083
C: -0.57 -0.99 -0.14  0.602
C: -0.60 0.21 3.07  -0.168
H: 1.43 0.24 -3.26  0.344
H: 2.42 1.36 -2.52  0.376
H: -0.47 -1.12 -2.32  0.197
H: -0.59 1.12 0.68  0.413
H: -0.46 1.40 3.07  0.193
H: -0.86 -0.57 3.88  0.234
N: 1.24 1.03 -2.65  -0.644
N: 0.51 0.64 -1.45  -0.184
N: -0.46 -0.06 0.82  -0.504
N: -0.42 -0.66 2.14  -0.181
O: -0.79 -2.22 0.22  -0.595

***

Below is C4H8O2 in the gas phase at a distorted geometry, with properties calculated with wB97M-V/def2-TZVPD.

LUMO level ... 0.9 eV
Highest occupied orbital energy ... -9.786 eV
E_tot ... -307.6561 a.u.
ΔE to the lowest compared entry with this formula, charge and spin ... 35.36 kcal per mole
Molar mass ... 88.106 g mol⁻¹
Strongest force on any atom ... 1.90 eV/A
SMILES ... O[C@@H]1CCOC1
Frontier orbital gap ... 10.7 eV

Last column: natural (NBO) charge in e.
Positions of all 14 atoms, in Å:
C: -0.65 0.52 0.44  0.065
C: 0.80 0.22 0.60  -0.450
C: 0.97 -1.22 0.06  -0.065
C: -0.93 -0.23 -0.90  -0.098
H: -0.41 2.33 -0.18  0.462
H: -1.23 0.11 1.23  0.178
H: 1.39 0.87 -0.06  0.198
H: 1.10 0.34 1.63  0.221
H: 2.03 -1.35 -0.17  0.192
H: 0.56 -1.98 0.75  0.168
H: -1.91 -0.70 -0.91  0.188
H: -0.83 0.47 -1.79  0.177
O: -1.01 1.87 0.42  -0.693
O: 0.12 -1.25 -1.12  -0.543

***

Below is C4H2O2 in the gas phase, with properties calculated with wB97M-V/def2-TZVPD.

LUMO level ... -0.8 eV
Highest occupied orbital energy ... -9.693 eV
E_tot ... -303.8685 a.u.
ΔE to the lowest compared entry with this formula, charge and spin ... 88.68 kcal per mole
Molar mass ... 82.058 g mol⁻¹
Strongest force on any atom ... 0.73 eV/A
Frontier orbital gap ... 8.9 eV

Last column: natural (NBO) charge in e.
Positions of all 8 atoms, in Å:
O: -1.89 -1.26 -0.43  -0.484
C: -1.98 -0.27 0.27  0.263
C: -0.65 0.16 0.80  0.275
O: 0.03 0.59 -0.26  -0.455
C: 1.35 0.45 -0.22  0.297
C: 2.51 0.21 -0.34  -0.285
H: -2.94 0.14 0.62  0.139
H: 3.55 0.00 -0.44  0.249

***

Below is a molecular structure, C3H11AlBeO2P at a distorted geometry, with properties calculated with wB97M-V/def2-TZVPD.

LUMO level ... -8.7 eV
Highest occupied orbital energy ... -11.398 eV
Total charge ... +1
E_tot ... -869.4297 a.u.
ΔE to the lowest compared entry with this formula, charge and spin ... 0.00 kcal per mole
Molar mass ... 146.087 g mol⁻¹
Strongest force on any atom ... 3.57 eV/A
Frontier orbital gap ... 2.7 eV

Last column: natural (NBO) charge in e.
Positions of all 19 atoms, in Å:
C: -1.30 -0.26 0.71  -0.695
C: -1.22 0.14 -0.77  0.021
O: -1.90 -0.92 -1.56  -0.921
C: 0.21 0.22 -1.29  -0.948
Al: 1.43 1.32 -0.06  0.878
P: 2.15 -0.30 1.58  0.964
O: 2.26 -1.61 0.82  -0.995
H: -0.76 0.43 1.37  0.339
H: -0.84 -1.26 0.80  0.274
H: -2.41 -0.24 1.03  0.114
H: -1.78 1.07 -0.99  0.227
H: -1.28 -1.30 -2.20  0.585
H: 0.59 -0.83 -1.23  0.238
H: 0.26 0.54 -2.34  0.259
H: 0.60 2.50 0.63  -0.351
H: 2.65 1.91 -0.88  -0.296
H: 1.12 -0.44 2.56  -0.062
H: 3.39 0.09 2.13  0.011
Be: -3.15 -1.08 -0.32  1.360